The following is a quantum chemistry calculation of 2 unconnected molecules or ions with the total composition C4H12OS, from OMol25.

**Molecular weight**: 108.2 g/mol
**Charge**: +1
**Orbital gap (alpha / beta)**: 9.5 / 4.9 eV
**Calculated total energy**: -17215.4067 eV
**Max |F|**: 0.0627 hartree/bohr
**HOMO level (alpha / beta)**: -13.3 / -13.3 eV
**Spin multiplicity**: 2

Each line ends with the Mulliken spin population.
Cartesian coordinates (Å):
C: 2.70 0.53 -2.12  -0.03
C: 0.63 -1.12 -1.51  -0.04
S: 2.40 -1.12 -1.75  0.87
H: 3.34 0.82 -1.24  0.06
H: 3.37 0.46 -3.02  0.05
H: 1.88 1.22 -2.26  -0.01
H: 0.08 -1.74 -2.23  0.05
H: 0.07 -0.21 -1.34  0.00
H: 0.49 -1.71 -0.55  0.04
C: -1.15 0.13 2.24  0.00
C: -2.55 0.23 1.71  0.00
O: -0.24 0.98 1.44  0.00
H: -1.05 0.57 3.21  0.00
H: -0.68 -0.84 2.06  0.00
H: -2.72 0.87 0.85  0.00
H: -0.42 1.08 0.52  0.00
H: -3.25 0.65 2.44  0.00
H: -2.90 -0.79 1.55  0.00

***

The following is a quantum chemistry calculation of C11H13OP in the gas phase, from OMol25.

**Molecular weight**: 192.2 g/mol
**Orbital gap (alpha / beta)**: 8.2 / 8.2 eV
**Calculated total energy**: -22950.7854 eV
**Max |F|**: 0.0613 hartree/bohr
**HOMO level (alpha / beta)**: -8.7 / -8.7 eV
**Spin multiplicity**: 1

Each line ends with the natural charge from an NBO analysis.
Cartesian coordinates (Å):
C: -1.08 -0.99 -0.92  -0.23
C: -1.19 1.16 0.09  -0.26
C: 0.95 0.30 -0.60  -0.47
C: -1.86 0.04 -0.41  0.01
C: 0.29 -0.87 -1.01  0.05
C: 0.20 1.31 -0.02  0.11
C: 3.43 0.13 2.30  -0.39
C: 3.01 -0.13 1.06  -0.48
C: -3.36 0.00 -0.31  -0.63
C: 1.02 -2.15 -1.47  -0.63
C: 0.86 2.62 0.41  -0.67
O: 3.21 -0.21 -1.77  -1.01
P: 2.74 0.35 -0.52  1.71
H: -1.42 -1.95 -1.42  0.21
H: -1.93 1.81 0.59  0.21
H: 3.78 1.07 2.77  0.22
H: 3.28 -0.60 3.10  0.21
H: -3.60 -0.93 0.36  0.22
H: -3.84 0.86 0.20  0.22
H: -3.89 -0.26 -1.22  0.23
H: 1.81 -2.48 -0.73  0.23
H: 0.15 -2.89 -1.43  0.20
H: 1.35 -1.90 -2.50  0.25
H: 1.26 2.75 1.54  0.23
H: 1.93 2.72 -0.04  0.21
H: 0.21 3.52 0.22  0.24

***

The following is a quantum chemistry calculation of 3 unconnected molecules or ions with the total composition C21H48ClN5O9P3S2, from OMol25.

**Molecular weight**: 707.1 g/mol
**Charge**: +1
**Orbital gap**: 7.3 eV
**Calculated total energy**: -110487.7665 eV
**Max |F|**: 0.0226 hartree/bohr
**HOMO level**: -10.3 eV
**Spin multiplicity**: 1

Each line ends with the Löwdin charge.
Cartesian coordinates (Å):
C: 7.97 -2.51 1.17  0.02
C: 7.88 -1.02 1.25  -0.54
O: 8.14 -0.39 2.23  0.15
O: 7.47 -0.40 0.10  -0.02
C: 6.18 0.23 0.19  -0.17
C: 5.12 -0.67 -0.44  -0.13
C: 3.72 -0.11 -0.37  -0.14
N: 3.50 1.04 -1.28  -0.04
C: 3.74 2.37 -0.73  -0.16
C: 2.38 2.82 -0.13  -0.50
P: 2.09 4.60 -0.70  0.96
C: 3.55 5.54 -0.12  -0.28
C: 0.64 5.25 0.21  -0.27
P: 2.23 2.49 1.69  0.47
O: 1.11 1.62 2.02  -0.20
O: 2.16 3.92 2.39  -0.12
O: 3.62 1.86 2.21  -0.11
N: 1.47 2.01 -0.97  0.00
C: 0.02 1.88 -0.65  -0.14
C: -0.39 0.47 -0.24  -0.18
C: -1.66 0.54 0.62  -0.16
C: -2.92 0.63 -0.24  -0.21
N: -4.00 1.31 0.46  -0.14
C: -5.21 1.35 -0.37  -0.06
C: -4.28 0.67 1.73  -0.49
C: -4.67 -0.78 1.73  0.00
O: -4.19 1.31 2.74  0.12
C: 2.18 1.17 -1.71  -0.31
N: 1.76 0.57 -2.83  -0.25
N: 0.45 0.86 -3.26  0.05
P: 2.70 -0.45 -4.00  0.60
O: 3.46 -1.52 -3.06  -0.34
Cl: 4.24 0.81 -4.37  0.31
H: 8.03 -2.84 0.14  0.09
H: 8.86 -2.83 1.70  0.09
H: 7.10 -2.94 1.66  0.10
H: 5.96 0.44 1.23  0.12
H: 6.28 1.15 -0.39  0.12
H: 5.42 -0.86 -1.47  0.11
H: 5.16 -1.62 0.08  0.13
H: 3.01 -0.90 -0.63  0.11
H: 3.47 0.17 0.66  0.11
H: 3.95 3.03 -1.57  0.11
H: 4.62 2.43 -0.09  0.11
H: 4.46 5.04 -0.44  0.04
H: 3.51 6.49 -0.67  0.05
H: 3.56 5.77 0.94  0.03
H: 0.32 4.56 0.98  0.02
H: 0.87 6.19 0.70  0.05
H: -0.18 5.36 -0.49  0.04
H: 3.02 4.34 2.51  0.08
H: 4.38 2.45 2.18  0.09
H: -0.18 2.57 0.16  0.10
H: -0.55 2.21 -1.51  0.11
H: -0.63 -0.10 -1.14  0.09
H: 0.41 -0.04 0.28  0.10
H: -1.62 1.41 1.26  0.12
H: -1.71 -0.33 1.28  0.12
H: -2.72 1.19 -1.16  0.12
H: -3.21 -0.38 -0.57  0.12
H: -4.98 1.79 -1.33  0.09
H: -5.95 1.98 0.12  0.10
H: -5.65 0.36 -0.54  0.07
H: -5.25 -0.97 2.63  0.10
H: -3.77 -1.40 1.79  0.08
H: -5.24 -1.08 0.86  0.03
H: 0.48 1.32 -4.16  0.10
H: -0.09 0.00 -3.33  0.09
H: 2.83 -2.03 -2.54  0.07
C: -2.34 -5.43 2.24  -0.27
S: -3.99 -5.35 1.54  0.82
O: -4.06 -4.09 0.75  -0.57
C: -4.84 -5.02 3.09  -0.26
H: -1.64 -5.59 1.41  0.05
H: -2.11 -4.50 2.75  0.06
H: -2.28 -6.27 2.93  0.06
H: -4.43 -4.11 3.54  0.06
H: -4.71 -5.87 3.76  0.06
H: -5.89 -4.88 2.87  0.06
C: -8.12 -2.91 -2.26  -0.27
S: -6.91 -3.15 -0.95  0.81
O: -6.98 -1.96 -0.07  -0.55
C: -5.46 -2.95 -1.98  -0.27
H: -9.11 -2.95 -1.81  0.05
H: -7.97 -1.93 -2.72  0.06
H: -8.02 -3.70 -3.00  0.05
H: -5.48 -1.97 -2.46  0.05
H: -5.43 -3.75 -2.73  0.06
H: -4.59 -3.04 -1.32  0.02

***

The following is a quantum chemistry calculation of a molecular structure, C14H17Cl2N3O3S, from OMol25.

**Molecular weight**: 378.3 g/mol
**Orbital gap**: 7.8 eV
**Calculated total energy**: -61271.9848 eV
**Max |F|**: 0.3557 hartree/bohr
**HOMO level**: -8.0 eV
**Spin multiplicity**: 1

Each line ends with the natural charge from an NBO analysis.
Cartesian coordinates (Å):
C: 1.75 2.41 -5.92  -0.60
C: 0.16 2.20 -5.66  -0.03
H: -0.35 2.93 -5.13  0.16
H: -0.33 2.19 -6.72  0.18
O: -0.25 1.18 -5.11  -0.47
C: 0.10 0.90 -3.90  0.38
C: 0.58 1.91 -3.01  -0.36
C: 0.39 1.52 -1.64  -0.04
C: 0.20 0.23 -1.22  -0.36
C: -0.07 -0.75 -2.00  -0.15
C: -0.24 -0.66 -3.51  -0.16
Cl: -0.78 -1.74 -4.64  0.11
H: -0.30 -1.59 -1.59  0.21
S: 0.51 -0.31 0.56  2.39
O: 1.65 0.33 1.02  -0.97
O: 0.35 -1.59 0.66  -0.93
N: -0.66 0.78 1.35  -0.91
H: -0.37 1.64 1.44  0.38
C: -1.64 -0.05 2.38  -0.16
C: -0.88 0.26 3.67  -0.45
C: 0.19 -0.46 3.98  -0.24
N: 0.08 -1.94 4.24  -0.36
C: -0.42 -2.39 5.57  0.12
N: -0.58 -3.62 5.54  -0.43
C: -0.81 -4.07 4.30  -0.18
C: -0.13 -2.99 3.64  0.00
H: 0.20 -2.72 2.60  0.20
H: -0.77 -5.15 4.07  0.22
H: -0.38 -1.60 6.40  0.18
H: 0.89 -0.04 4.91  0.24
H: 0.86 -0.60 3.13  0.23
H: -0.86 1.45 3.79  0.25
H: -1.74 0.03 4.47  0.21
H: -2.54 0.60 2.26  0.23
H: -1.55 -0.94 2.10  0.19
Cl: 0.92 2.52 -0.54  0.12
H: 0.39 2.85 -3.25  0.22
H: 2.35 1.55 -6.55  0.21
H: 1.86 3.35 -6.52  0.22
H: 2.23 2.38 -5.15  0.17